26
Properties=species:S:1:pos:R:3:mulliken_charge:R:1 method="wB97M-V/def2-TZVPD" de_lowest_kj_mol=47.45 homo_energy_ev=-7.69 homo_lumo_gap_ha=0.2516 e_tot_ev=-18363.46019
Rb -2.068 -1.193 1.711 1.003
O -3.889 1.303 -1.406 -0.479
C -4.177 -0.008 -1.040 0.590
O -3.144 -0.705 -0.716 -0.781
O -5.344 -0.352 -1.048 -0.651
H -2.927 1.342 -1.380 0.328
C 1.260 -2.221 -2.295 -1.099
C 1.952 -1.865 -1.003 0.775
O 2.984 -1.243 -0.959 -0.543
C 1.289 -2.382 0.265 -0.641
H 1.136 -3.298 -2.360 0.360
H 1.882 -1.865 -3.117 0.310
H 0.319 -1.669 -2.347 0.286
H 1.786 -1.987 1.149 0.322
H 1.412 -3.469 0.263 0.411
H 0.228 -2.146 0.279 -0.193
C 1.410 1.509 0.527 -0.909
C 0.170 1.900 1.279 0.760
O -0.905 1.384 1.047 -0.518
C 0.317 2.952 2.340 -1.177
H 1.179 0.845 -0.297 0.086
H 2.145 1.076 1.209 0.347
H 1.899 2.405 0.128 0.417
H 0.535 3.918 1.877 0.327
H 1.157 2.713 2.993 0.359
H -0.607 3.057 2.901 0.310

***

122
Properties=species:S:1:pos:R:3:lowdin_spin:R:1 method="wB97M-V/def2-TZVPD" charge=-2 spin_multiplicity=2 homo_energy_ev="-3.27 / -3.27" homo_lumo_gap_ha="0.2498 / 0.2497" e_tot_ev=-274310.21927
Cs -1.709 1.458 0.698 0.000
S 0.154 -1.269 -2.931 0.082
P 2.048 -1.525 -2.551 0.083
C 2.741 -0.516 -1.323 0.605
P 3.021 -0.483 0.386 0.079
S 1.938 0.796 1.405 0.052
C 4.785 -0.092 0.256 0.020
C 5.693 -1.067 -0.183 0.016
C 7.026 -0.748 -0.384 0.000
C 7.454 0.533 -0.149 0.010
C 6.590 1.517 0.309 0.001
C 5.243 1.201 0.534 0.012
C 3.012 -2.149 1.192 -0.002
C 1.872 -2.927 0.961 0.001
C 1.719 -4.213 1.463 0.000
C 2.795 -4.796 2.118 0.000
C 3.963 -4.078 2.335 0.000
C 4.016 -2.704 1.953 -0.001
C 3.149 -1.171 -3.964 0.009
C 2.869 -1.736 -5.223 0.002
C 3.662 -1.461 -6.297 0.000
C 4.773 -0.624 -6.150 0.001
C 5.120 -0.109 -4.916 0.001
C 4.282 -0.347 -3.794 0.012
C 2.394 -3.364 -2.451 0.001
C 3.658 -3.883 -2.148 0.003
C 3.816 -5.239 -1.821 0.000
C 2.744 -6.147 -1.967 0.000
C 1.485 -5.625 -2.302 0.000
C 1.350 -4.258 -2.531 0.000
H 5.340 -2.021 -0.473 0.002
H 7.706 -1.537 -0.739 0.000
H 8.481 0.828 -0.289 0.001
H 6.909 2.526 0.535 0.000
H 4.496 1.934 0.877 0.000
H 1.053 -2.491 0.392 0.000
H 0.740 -4.753 1.402 0.000
H 2.742 -5.880 2.413 0.000
H 4.836 -4.558 2.853 0.000
H 4.875 -2.110 2.255 0.000
H 1.969 -2.398 -5.313 0.001
H 3.409 -1.943 -7.232 0.000
H 5.397 -0.511 -7.003 0.000
H 5.995 0.508 -4.838 0.000
H 4.447 0.161 -2.817 0.006
H 4.469 -3.192 -2.031 0.002
H 4.781 -5.578 -1.500 0.000
H 2.877 -7.224 -1.797 0.000
H 0.647 -6.325 -2.457 0.000
H 0.387 -3.863 -2.771 0.001
C -3.218 3.176 -4.132 0.000
C -2.387 2.571 -3.021 0.000
N -2.762 1.674 -2.199 0.000
N -4.016 1.106 -2.395 0.000
C -4.310 0.231 -1.421 0.000
O -3.768 -0.014 -0.320 0.000
C -5.560 -0.548 -1.703 0.000
C -6.173 -1.193 -0.644 0.000
C -7.300 -2.053 -0.905 0.000
C -7.852 -2.081 -2.204 0.000
C -7.168 -1.440 -3.279 0.000
C -5.988 -0.763 -3.021 0.000
C -0.927 2.966 -2.962 0.000
C -0.167 2.267 -3.871 0.000
C 1.199 2.308 -3.771 0.000
C 1.733 3.148 -2.781 0.000
C 0.888 3.846 -1.935 0.000
N -0.441 3.743 -2.039 0.000
H -4.094 2.559 -4.257 0.000
H -2.624 3.089 -5.070 0.000
H -3.531 4.206 -3.849 0.000
H -5.684 -1.136 0.309 0.000
H -7.744 -2.657 -0.135 0.000
H -8.727 -2.681 -2.377 0.000
H -7.498 -1.627 -4.298 0.000
H -5.369 -0.342 -3.811 0.000
H -0.651 1.647 -4.636 0.000
H 1.901 1.768 -4.417 0.000
H 2.777 3.267 -2.664 0.000
H 1.216 4.458 -1.095 0.000
O -2.200 -2.167 0.780 0.000
C -1.920 -1.952 2.152 0.000
C -3.082 -2.371 3.085 0.000
C -4.333 -1.497 2.942 0.000
C -4.280 -0.325 3.876 0.000
C -4.749 -0.460 5.181 0.000
C -4.651 0.641 5.988 0.000
C -4.053 1.821 5.528 0.000
C -3.640 1.858 4.222 0.000
N -3.783 0.823 3.384 0.000
H -2.899 -1.569 0.466 0.000
H -1.705 -0.927 2.358 0.000
H -1.060 -2.580 2.393 0.000
H -2.733 -2.404 4.083 0.000
H -3.291 -3.419 2.804 0.000
H -5.296 -2.068 3.113 0.000
H -4.347 -1.077 1.930 0.000
H -5.237 -1.393 5.512 0.000
H -5.117 0.607 6.964 0.000
H -3.974 2.733 6.102 0.000
H -3.215 2.781 3.850 0.000
C 1.235 5.466 3.506 0.000
C 0.894 4.056 3.941 0.000
C 1.425 3.490 5.097 0.000
C 1.048 2.223 5.501 0.000
C 0.143 1.560 4.712 0.001
Br -0.496 -0.186 5.310 0.000
N -0.405 2.062 3.636 0.001
C 0.006 3.264 3.214 0.001
H 2.241 5.738 3.776 0.000
H 0.502 6.208 3.886 0.000
H 1.062 5.557 2.439 0.000
H 2.133 4.030 5.692 0.000
H 1.359 1.780 6.440 0.000
H -0.496 3.733 2.332 0.000
Cl -4.001 6.670 0.583 0.000
Ge -4.057 4.552 1.562 0.000
Cl -2.886 5.241 3.491 0.000
Cl -6.152 4.755 2.510 0.000
O -0.746 4.779 0.480 0.000
H -0.849 4.383 -0.433 0.000
H -1.372 5.544 0.527 0.000